--- 1 ---
Density functional theory data (wB97M-V/def2-TZVPD) for a cluster of 3 separate species, C5H12O2 in total.

CARTESIAN COORDINATES (ANGSTROEM)
C1 3.148 1.351 -0.895
C2 2.552 0.730 0.079
C3 1.561 -0.366 -0.054
C4 1.361 -1.481 0.667
C5 1.300 -2.872 0.254
H1 3.861 2.251 -0.795
H2 3.337 1.092 -1.944
H3 2.847 0.774 1.114
H4 1.177 -0.382 -1.103
H5 1.455 -1.571 1.875
H6 1.053 -2.904 -0.813
H7 2.265 -3.452 0.402
H8 0.460 -3.310 0.783
O1 -2.995 -0.421 -1.758
H9 -2.818 -1.020 -2.472
H10 -2.974 -0.826 -0.901
O2 -4.705 2.950 1.782
H11 -3.803 2.822 2.104
H12 -4.797 2.115 1.251

Results
**2S+1**: 1
**LUMO level**: 0.5 eV
**M**: 104.149 g/mol
**Highest occupied orbital energy**: -8.444 eV
**Charge**: 0
**Gap between HOMO and LUMO**: 8.90 eV

=====

--- 2 ---
Density functional theory data (wB97M-V/def2-TZVPD) for an isolated molecule of C5H12O2.

CARTESIAN COORDINATES (ANGSTROEM)
O1 -2.954 0.928 1.366
C1 -2.391 0.774 0.020
C2 -1.164 -0.019 0.181
C3 0.063 0.442 -0.631
C4 1.205 -0.569 -0.563
C5 2.315 -0.334 0.398
O2 3.271 -1.398 0.201
H1 -3.586 1.580 1.362
H2 -3.056 0.260 -0.690
H3 -2.109 1.729 -0.277
H4 -1.329 -1.173 0.100
H5 -0.759 -0.032 1.243
H6 0.323 1.487 -0.520
H7 -0.213 0.450 -1.719
H8 0.796 -1.524 -0.235
H9 1.658 -0.653 -1.626
H10 2.046 -0.364 1.526
H11 2.892 0.561 0.256
H12 2.994 -2.148 -0.391

Results
**2S+1**: 1
**LUMO level**: 1.0 eV
**M**: 104.149 g/mol
**Highest occupied orbital energy**: -10.075 eV
**Charge**: 0
**Gap between HOMO and LUMO**: 11.06 eV

=====

--- 3 ---
Density functional theory data (wB97M-V/def2-TZVPD) for an isolated molecule of C5H12O2.

CARTESIAN COORDINATES (ANGSTROEM)
O1 1.592 -0.815 2.160
C1 0.341 -1.632 1.904
C2 -0.363 -1.222 0.567
C3 -0.684 0.288 0.426
C4 -1.307 0.686 -0.966
C5 -0.472 1.711 -1.683
O2 0.716 0.953 -2.334
H1 2.103 -1.165 1.471
H2 0.653 -2.723 1.773
H3 -0.359 -1.458 2.791
H4 -1.210 -1.906 0.531
H5 0.248 -1.455 -0.379
H6 0.222 0.848 0.588
H7 -1.287 0.610 1.239
H8 -1.553 -0.232 -1.550
H9 -2.262 1.077 -0.585
H10 -0.458 2.553 -0.904
H11 -0.961 2.063 -2.531
H12 1.313 1.696 -2.530

Results
**2S+1**: 1
**LUMO level**: 0.9 eV
**M**: 104.149 g/mol
**Highest occupied orbital energy**: -10.127 eV
**Charge**: 0
**Gap between HOMO and LUMO**: 11.05 eV

=====

--- 4 ---
Density functional theory data (wB97M-V/def2-TZVPD) for a cluster of 2 separate species, C5H12O2 in total.

CARTESIAN COORDINATES (ANGSTROEM)
C1 -0.105 2.478 0.880
C2 0.567 1.170 0.496
C3 -0.416 0.164 -0.079
O1 -1.024 0.613 -1.279
C4 0.268 -1.179 -0.228
C5 -0.648 -2.356 -0.460
O2 1.423 -1.110 -0.950
H1 -0.631 2.912 0.024
H2 -0.842 2.317 1.676
H3 0.629 3.203 1.241
H4 1.363 1.337 -0.243
H5 1.048 0.700 1.361
H6 -1.245 -0.004 0.621
H7 -0.321 0.945 -1.855
H8 0.605 -1.458 1.184
H9 -0.239 -3.207 -1.022
H10 -0.370 -2.391 0.634
H11 -1.696 -2.144 -0.713
H12 1.633 -1.989 -1.289

Results
**2S+1**: 1
**LUMO level**: 0.7 eV
**M**: 104.149 g/mol
**Highest occupied orbital energy**: -9.131 eV
**Charge**: 0
**Gap between HOMO and LUMO**: 9.87 eV

=====

Relative stability in kcal/mol, measured from the most stable structure: 1 39.1; 2 0.0; 3 5.6; 4 27.8

=====

--- 1 ---
Density functional theory data (wB97M-V/def2-TZVPD) for a structure of composition C5H12O2.

CARTESIAN COORDINATES (ANGSTROEM)
O1 -1.897 1.575 0.599
C1 -0.976 0.870 -0.023
C2 -0.808 -0.482 0.285
C3 0.057 -1.278 -0.700
C4 1.579 -0.852 -0.764
C5 2.480 0.795 -0.181
H1 -0.861 1.331 -1.004
H2 -1.378 -0.795 1.170
H3 0.052 0.457 0.694
H4 -0.194 -0.701 -1.590
H5 -0.169 -2.334 -0.694
H6 2.919 1.468 0.561
H7 2.544 -1.287 -0.951
H8 1.812 -0.367 0.423
H9 3.099 0.787 -1.072
H10 1.514 1.293 -0.364
H11 -2.563 0.845 0.914
H12 -3.934 -0.913 1.588
O2 -3.277 -0.413 1.109

Results
**2S+1**: 1
**LUMO level**: -0.2 eV
**M**: 104.149 g/mol
**Highest occupied orbital energy**: -8.187 eV
**Charge**: 0
**Gap between HOMO and LUMO**: 7.98 eV

=====

--- 2 ---
Density functional theory data (wB97M-V/def2-TZVPD) for a cluster of 3 separate species, C5H12O2 in total.

CARTESIAN COORDINATES (ANGSTROEM)
C1 -0.438 1.011 -1.408
C2 -1.015 0.106 -0.620
C3 -0.903 -1.388 -0.786
C4 -1.013 -2.165 0.527
H1 -0.621 2.077 -1.283
H2 0.216 0.725 -2.230
H3 -1.663 0.444 0.191
H4 -1.710 -1.711 -1.458
H5 0.034 -1.631 -1.306
H6 -1.005 -3.244 0.340
H7 -0.194 -1.919 1.210
H8 -1.954 -1.925 1.036
C5 1.215 2.613 0.668
O1 2.348 2.197 0.585
H9 0.431 2.066 1.218
H10 0.919 3.566 0.191
O2 1.635 -0.439 1.376
H11 1.601 -0.782 0.475
H12 2.117 0.399 1.275

Results
**2S+1**: 1
**LUMO level**: 0.6 eV
**M**: 104.149 g/mol
**Highest occupied orbital energy**: -9.792 eV
**Charge**: 0
**Gap between HOMO and LUMO**: 10.40 eV

=====

Relative stability in kcal/mol, measured from the most stable structure: 1 214.1; 2 0.0

=====

--- 1 ---
Density functional theory data (wB97M-V/def2-TZVPD) for a cluster of 3 separate species, C5H12O2 in total.

CARTESIAN COORDINATES (ANGSTROEM)
C1 2.759 0.692 -0.465
C2 1.735 0.305 -1.230
C3 0.347 0.804 -1.151
C4 -0.167 1.617 -0.215
C5 -0.610 0.082 -2.115
H1 2.801 0.990 0.578
H2 3.694 1.006 -0.938
H3 1.896 -0.093 -2.234
H4 -1.199 1.585 0.100
H5 0.618 1.930 0.483
H6 -0.574 0.482 -3.128
H7 -0.321 -0.965 -2.039
H8 -1.649 0.154 -1.791
O1 1.079 -4.397 3.995
H9 1.012 -4.184 3.060
H10 0.630 -3.687 4.462
O2 -4.019 1.630 -0.033
H11 -4.459 2.403 0.334
H12 -3.333 1.401 0.601

Results
**2S+1**: 1
**LUMO level**: 0.3 eV
**M**: 104.149 g/mol
**Highest occupied orbital energy**: -8.690 eV
**Charge**: 0
**Gap between HOMO and LUMO**: 9.03 eV

=====

--- 2 ---
Density functional theory data (wB97M-V/def2-TZVPD) for an isolated molecule of C5H12O2.

CARTESIAN COORDINATES (ANGSTROEM)
C1 -0.181 -1.482 2.108
C2 -0.552 -0.861 0.763
C3 0.402 0.272 0.406
O1 1.720 -0.252 0.579
C4 0.307 0.846 -1.026
C5 -0.870 0.469 -1.922
O2 0.432 2.261 -0.903
H1 0.855 -1.822 2.074
H2 -0.261 -0.748 2.919
H3 -0.822 -2.333 2.351
H4 -0.510 -1.630 -0.018
H5 -1.582 -0.482 0.779
H6 0.244 1.105 1.109
H7 2.342 0.484 0.545
H8 1.213 0.438 -1.491
H9 -1.809 0.944 -1.619
H10 -0.646 0.797 -2.945
H11 -1.014 -0.615 -1.958
H12 0.732 2.608 -1.752

Results
**2S+1**: 1
**LUMO level**: 0.8 eV
**M**: 104.149 g/mol
**Highest occupied orbital energy**: -10.079 eV
**Charge**: 0
**Gap between HOMO and LUMO**: 10.90 eV

=====

Relative stability in kcal/mol, measured from the most stable structure: 1 52.3; 2 0.0

=====

--- 1 ---
Density functional theory data (wB97M-V/def2-TZVPD) for a cluster of 2 separate species, C5H12O2 in total.

CARTESIAN COORDINATES (ANGSTROEM)
C1 -0.839 0.754 -0.825
C2 -0.933 1.926 0.109
O1 0.312 2.181 0.769
C3 0.785 1.027 1.375
C4 1.107 -0.079 0.430
O2 -0.309 -1.594 0.235
C5 0.058 -2.506 -0.779
H1 -0.667 -0.702 -0.213
H2 -0.249 0.976 -1.720
H3 -1.843 0.438 -1.139
H4 -1.709 1.745 0.873
H5 -1.169 2.876 -0.385
H6 1.731 1.299 1.870
H7 0.105 0.649 2.159
H8 1.538 0.203 -0.524
H9 1.602 -0.923 0.904
H10 0.961 -3.048 -0.473
H11 0.258 -1.981 -1.726
H12 -0.739 -3.241 -0.939

Results
**2S+1**: 1
**LUMO level (spin up / spin down)**: 0.1 / 0.1 eV
**M**: 104.149 g/mol
**Highest occupied orbital energy (spin up / spin down)**: -7.759 / -7.759 eV
**Charge**: 0
**Gap between HOMO and LUMO (spin up / spin down)**: 7.86 / 7.86 eV

=====

--- 2 ---
Density functional theory data (wB97M-V/def2-TZVPD) for a cluster of 3 separate species, C5H12O2 in total.

CARTESIAN COORDINATES (ANGSTROEM)
C1 -0.539 1.351 -2.049
C2 0.750 1.675 -1.900
C3 1.813 0.704 -2.111
C4 1.820 -0.122 -3.170
C5 2.903 0.731 -1.099
H1 -0.725 0.283 -2.067
H2 -1.363 2.047 -2.029
H3 1.072 2.706 -1.767
H4 2.671 -0.786 -3.243
H5 1.015 -0.210 -3.883
H6 3.930 0.371 -1.212
H7 2.550 0.315 -0.152
H8 3.106 1.802 -0.912
O1 -3.135 -1.039 6.171
H9 -2.313 -1.456 6.427
H10 -2.761 -0.307 5.647
O2 -3.813 -2.806 2.702
H11 -3.666 -3.272 1.894
H12 -3.315 -1.988 2.751

Results
**2S+1**: 1
**LUMO level**: 0.6 eV
**M**: 104.149 g/mol
**Highest occupied orbital energy**: -9.133 eV
**Charge**: 0
**Gap between HOMO and LUMO**: 9.74 eV

=====

--- 3 ---
Density functional theory data (wB97M-V/def2-TZVPD) for an isolated molecule of C5H12O2.

CARTESIAN COORDINATES (ANGSTROEM)
C1 -2.505 -0.186 1.341
C2 -1.626 1.036 1.568
O1 -0.679 1.225 0.537
C3 0.368 0.285 0.515
C4 0.977 0.351 -0.871
O2 1.840 -0.744 -1.041
C5 2.314 -0.814 -2.360
H1 -1.933 -1.118 1.390
H2 -2.973 -0.129 0.353
H3 -3.292 -0.240 2.099
H4 -1.123 0.976 2.547
H5 -2.240 1.943 1.559
H6 1.111 0.504 1.297
H7 0.006 -0.739 0.678
H8 0.152 0.315 -1.600
H9 1.508 1.306 -1.020
H10 2.949 0.052 -2.607
H11 1.480 -0.846 -3.080
H12 2.901 -1.730 -2.451

Results
**2S+1**: 1
**LUMO level**: 1.1 eV
**M**: 104.149 g/mol
**Highest occupied orbital energy**: -9.763 eV
**Charge**: 0
**Gap between HOMO and LUMO**: 10.87 eV

=====

Relative stability in kcal/mol, measured from the most stable structure: 1 97.4; 2 16.7; 3 0.0